ORCA calculation (wB97M-V/def2-TZVPD) on C18H20MgN8O6Se2 as an isolated structure.

The value obtained for the LUMO energy is -0.63 eV. The calculation puts the energy above the lowest of the compared OMol25 structures with the same formula, charge and spin at 33.0 kcal per mole. The HOMO-LUMO gap is 0.22900 Eh. The max |F| is 0.03505 hartree/bohr. As for the electronic energy: -179336.3914 eV.

Cartesian coordinates (Å):
Mg1 1.442379 0.816576 -1.653607
N1 2.054572 1.351154 0.411266
C1 1.998568 0.072266 1.127058
C2 2.739088 0.082675 2.491725
C3 1.936637 -0.282772 3.752039
C4 1.840301 -1.775602 4.048556
N2 1.320691 -2.534368 2.925164
C5 0.052245 -2.762546 2.673502
N3 -0.918166 -2.478058 3.555062
N4 -0.278809 -3.309120 1.496801
C6 2.506762 -1.001809 0.117261
O1 2.720763 -2.168004 0.542348
O2 2.640563 -0.623467 -1.077405
H1 3.019163 1.623472 0.250250
H2 1.586551 2.097888 0.904752
H3 0.935191 -0.148474 1.279839
H4 3.085455 1.104819 2.634748
H5 3.634233 -0.544890 2.432147
H6 0.929612 0.145971 3.685651
H7 2.422674 0.171921 4.619007
H8 1.237711 -1.948281 4.942179
H9 2.834107 -2.168519 4.256364
H10 1.928967 -2.530788 2.072663
H11 -0.696388 -2.144010 4.474777
H12 -1.867949 -2.741604 3.367695
H13 0.440599 -3.341414 0.788261
H14 -1.233879 -3.336630 1.186324
Se1 -6.168206 0.619012 -1.740818
N5 -4.942474 -0.662737 -1.756229
C7 -3.788504 -0.063294 -1.704922
C8 -2.520580 -0.773835 -1.728808
C9 -2.415482 -2.135980 -2.004817
C10 -1.164204 -2.713737 -2.102720
C11 -0.046531 -1.920259 -1.868917
N6 -0.130615 -0.629342 -1.569122
C12 -1.344459 -0.033421 -1.553134
C13 -1.356718 1.440339 -1.483046
N7 -0.160040 2.030909 -1.350804
C14 -0.048992 3.394456 -1.765843
C15 -1.306801 4.186233 -1.632453
C16 -2.491482 3.563519 -1.581302
C17 -2.559412 2.125025 -1.586786
C18 -3.794791 1.394531 -1.646441
N8 -4.987554 1.942689 -1.654790
H15 -3.323770 -2.703036 -2.177303
H16 -1.041609 -3.753131 -2.382358
H17 0.960015 -2.327180 -1.933120
H18 0.774930 3.860598 -1.225819
H19 -1.220771 5.266150 -1.627985
H20 -3.423230 4.115663 -1.529906
O3 0.348825 3.441252 -3.211584
Se2 1.713055 2.414683 -3.607506
O4 2.633391 2.408017 -2.257828
O5 1.146023 0.886648 -3.681470
O6 2.348327 2.999818 -4.938591

Forces on the atoms, in the same order (eV/Å):
0.4 -0.5 0.8
0.2 -0.3 0.3
0.2 0.2 -0.1
0.0 -0.1 0.0
-0.1 0.0 -0.1
0.0 0.2 0.0
0.2 0.0 -0.4
-0.2 0.1 0.0
0.0 -0.1 0.0
0.1 0.0 0.0
0.3 -0.4 -0.1
-0.5 0.4 0.3
0.4 -0.8 0.7
0.0 0.1 0.0
-0.1 0.0 0.0
0.0 0.0 0.0
0.1 0.0 0.0
0.0 0.0 0.0
0.0 0.0 0.0
-0.1 0.0 0.0
0.1 -0.1 0.0
0.0 -0.1 0.0
0.2 0.0 0.0
0.0 0.0 0.0
0.0 0.0 0.0
0.0 0.0 -0.1
0.0 0.0 0.0
-0.7 0.0 0.0
0.2 -0.1 0.0
0.1 0.1 0.0
0.2 0.0 0.0
-0.1 0.0 0.0
-0.1 -0.1 0.0
0.1 0.0 0.2
-0.7 -0.1 -0.1
0.1 -0.2 -0.1
0.1 0.3 0.1
-0.8 0.3 -0.3
-0.3 -0.3 0.5
0.2 0.0 -0.2
-0.1 -0.1 0.0
0.1 0.0 0.0
0.1 0.0 0.0
0.2 0.0 0.0
0.1 0.0 0.0
0.0 0.1 0.0
-0.1 0.1 0.0
0.1 0.0 -0.1
-0.1 0.0 0.0
0.1 0.0 0.0
0.2 0.0 -0.1
-0.2 1.3 -1.3
0.1 0.0 0.3
-0.1 -0.2 -0.1
0.0 0.1 -0.1

Listed below, in e, are the natural (NBO) charges computed for each atom:
1 Mg 1.765
2 N -0.875
3 C -0.180
4 C -0.429
5 C -0.405
6 C -0.217
7 N -0.585
8 C 0.676
9 N -0.783
10 N -0.775
11 C 0.798
12 O -0.764
13 O -0.805
14 H 0.388
15 H 0.383
16 H 0.200
17 H 0.224
18 H 0.225
19 H 0.199
20 H 0.224
21 H 0.190
22 H 0.225
23 H 0.468
24 H 0.417
25 H 0.417
26 H 0.441
27 H 0.415
28 Se 0.874
29 N -0.616
30 C 0.107
31 C -0.122
32 C -0.117
33 C -0.293
34 C 0.060
35 N -0.568
36 C 0.288
37 C 0.179
38 N -0.770
39 C 0.193
40 C -0.241
41 C -0.169
42 C -0.164
43 C 0.148
44 N -0.649
45 H 0.237
46 H 0.227
47 H 0.228
48 H 0.183
49 H 0.213
50 H 0.225
51 O -0.781
52 Se 2.734
53 O -1.141
54 O -1.125
55 O -0.976

ORCA calculation (wB97M-V/def2-TZVPD) on an isolated ion of composition C18H20N and charge +1.

The value obtained for the LUMO energy is -4.31 eV. The calculation puts the energy above the lowest of the compared OMol25 structures with the same formula, charge and spin at 0.0 kcal per mole. The HOMO-LUMO gap is 0.28483 Eh. The max |F| is 0.02220 hartree/bohr. As for the net charge: +1. As for the electronic energy: -20475.6318 eV.

Cartesian coordinates (Å):
C1 -0.765484 1.485266 -2.880279
C2 -0.448763 0.214118 -3.660288
C3 1.036098 0.053925 -4.001742
C4 2.010869 0.088415 -2.821961
C5 2.037590 -1.185253 -1.964855
N1 0.861819 -1.341120 -1.119277
C6 -0.034570 -2.266306 -1.458854
C7 -1.205789 -2.442550 -0.750760
C8 -1.466532 -1.621705 0.327565
C9 -0.538217 -0.651061 0.719050
C10 -0.763333 0.220319 1.846619
C11 -1.938129 0.192805 2.614547
C12 -2.104337 1.042737 3.683175
C13 -1.106859 1.954648 4.033779
C14 0.053189 2.007088 3.302947
C15 0.244862 1.150378 2.206024
C16 1.446754 1.193393 1.456899
C17 1.657740 0.390245 0.379706
C18 0.671062 -0.539020 -0.030117
H1 -0.366775 1.454032 -1.867386
H2 -0.352177 2.353264 -3.387416
H3 -1.841831 1.617180 -2.807455
H4 -0.820898 -0.653286 -3.111114
H5 -0.994006 0.245597 -4.605174
H6 1.312111 0.872403 -4.668930
H7 1.175299 -0.874755 -4.559672
H8 1.799782 0.960620 -2.205273
H9 3.018273 0.207213 -3.224610
H10 2.096835 -2.052115 -2.625249
H11 2.928474 -1.192035 -1.332968
H12 0.190337 -2.880063 -2.318246
H13 -1.903539 -3.205221 -1.053827
H14 -2.389840 -1.744749 0.867704
H15 -2.734993 -0.492680 2.377868
H16 -3.016878 1.004610 4.257514
H17 -1.252590 2.612636 4.875802
H18 0.834494 2.706078 3.559540
H19 2.213153 1.890423 1.761079
H20 2.593434 0.466012 -0.145579

Forces on the atoms, in the same order (eV/Å):
-0.1 -0.2 -0.1
0.1 0.1 0.0
-0.1 0.0 0.2
-0.1 -0.2 -0.1
0.9 0.5 -0.6
-0.4 -0.3 0.2
-0.4 -0.3 0.1
0.0 0.2 0.1
0.3 0.0 -0.2
0.3 -0.2 -0.5
0.3 0.4 0.3
0.0 0.0 0.1
0.0 -0.2 -0.2
0.2 0.1 -0.1
-0.1 0.0 0.0
-0.5 -0.2 0.1
0.1 -0.3 -0.4
0.3 0.3 0.2
-0.6 0.1 0.7
0.0 0.1 0.1
0.0 0.2 0.0
-0.1 0.1 0.1
-0.1 0.0 -0.1
-0.1 -0.1 0.0
0.0 0.0 -0.1
0.1 0.0 -0.1
0.1 0.0 0.1
0.0 0.0 0.1
-0.1 0.0 0.2
-0.1 -0.1 0.0
0.1 0.1 0.0
0.0 -0.1 -0.1
-0.1 0.0 0.1
-0.1 -0.1 0.0
-0.1 0.0 0.0
0.0 0.1 0.1
0.1 0.1 0.0
0.1 0.1 0.0
0.1 0.0 -0.1

Listed below, in e, are the natural (NBO) charges computed for each atom:
1 C -0.613
2 C -0.396
3 C -0.402
4 C -0.419
5 C -0.220
6 N -0.266
7 C 0.108
8 C -0.244
9 C -0.087
10 C 0.022
11 C -0.052
12 C -0.177
13 C -0.168
14 C -0.181
15 C -0.152
16 C -0.076
17 C -0.079
18 C -0.269
19 C 0.199
20 H 0.186
21 H 0.216
22 H 0.224
23 H 0.176
24 H 0.222
25 H 0.223
26 H 0.204
27 H 0.218
28 H 0.237
29 H 0.227
30 H 0.229
31 H 0.239
32 H 0.254
33 H 0.238
34 H 0.213
35 H 0.233
36 H 0.235
37 H 0.226
38 H 0.235
39 H 0.236

ORCA calculation (wB97M-V/def2-TZVPD) on one molecule with the formula C18H20N2O3S.

The value obtained for the LUMO energy is 0.19 eV. The calculation puts the energy above the lowest of the compared OMol25 structures with the same formula, charge and spin at 43.0 kcal per mole. The HOMO-LUMO gap is 0.29658 Eh. The max |F| is 0.02166 hartree/bohr. As for the electronic energy: -38948.3379 eV.

Cartesian coordinates (Å):
C1 -1.279042 4.324444 -5.301232
O1 -0.923984 3.052363 -5.785733
C2 0.282353 2.544529 -5.265897
C3 0.172797 2.066862 -3.815208
C4 1.457098 1.372735 -3.359944
N1 1.389491 0.964641 -1.977576
C5 1.671067 1.814175 -0.972535
S1 2.459190 3.251885 -1.197097
N2 1.396857 1.440793 0.308569
C6 0.694361 0.345828 0.823156
C7 1.234996 -0.307408 1.925060
C8 0.525331 -1.350126 2.486908
O2 0.896213 -2.101165 3.557607
C9 -0.104250 -3.005766 3.750016
C10 -0.155907 -3.978682 4.731371
C11 -1.269847 -4.799332 4.752598
C12 -2.298252 -4.654393 3.824768
C13 -2.246311 -3.683436 2.844391
C14 -1.137643 -2.847378 2.803516
C15 -0.718498 -1.754002 1.971174
C16 -1.270325 -1.087602 0.883521
C17 -0.574421 -0.034369 0.317715
O3 -1.047653 0.713928 -0.730364
C18 -2.380080 0.526440 -1.142346
H1 -2.140499 4.643753 -5.884999
H2 -1.553593 4.300294 -4.241158
H3 -0.460566 5.041165 -5.437084
H4 1.079407 3.298266 -5.345802
H5 0.534169 1.698751 -5.912541
H6 -0.007748 2.916177 -3.154076
H7 -0.671626 1.378938 -3.732747
H8 2.300285 2.061269 -3.455654
H9 1.650155 0.484849 -3.967113
H10 0.765982 0.198924 -1.772730
H11 1.889041 2.001857 0.991955
H12 2.186629 -0.000279 2.327642
H13 0.643277 -4.085583 5.446804
H14 -1.343121 -5.569070 5.505721
H15 -3.150411 -5.315281 3.876118
H16 -3.044317 -3.572864 2.126248
H17 -2.235787 -1.387304 0.511336
H18 -2.565296 1.296460 -1.889617
H19 -3.078176 0.654320 -0.310192
H20 -2.527948 -0.459652 -1.595361

Forces on the atoms, in the same order (eV/Å):
0.0 0.0 0.0
-0.1 -0.1 -0.1
0.1 -0.2 0.2
0.1 0.1 -0.3
-0.1 0.2 -0.3
-0.1 -0.2 0.5
0.3 -0.3 -0.2
0.3 0.7 -0.1
-0.1 0.1 0.3
-0.3 -0.4 0.0
-0.1 -0.2 0.1
-0.8 0.2 -0.7
0.4 0.0 0.3
-0.9 -0.3 -0.3
0.3 0.2 0.0
0.0 0.0 0.0
-0.2 -0.1 0.0
0.1 0.1 0.0
0.3 -0.2 0.5
0.6 0.4 0.1
0.1 0.0 0.0
0.0 0.1 -0.1
0.3 0.0 0.4
-0.3 0.0 -0.1
0.0 0.1 0.1
0.0 0.0 0.0
0.0 0.0 0.0
0.0 -0.1 0.0
0.1 0.1 0.0
0.0 0.0 0.1
-0.1 0.0 0.0
-0.1 -0.2 0.0
0.0 0.0 0.0
0.1 0.0 0.0
-0.1 0.0 -0.3
0.2 0.0 0.0
0.1 0.0 0.1
0.0 -0.1 0.1
-0.1 -0.1 0.0
-0.1 0.0 -0.1
-0.1 0.0 -0.1
0.0 -0.1 0.0
0.0 0.0 0.0
0.0 0.0 0.0

Listed below, in e, are the natural (NBO) charges computed for each atom:
1 C -0.250
2 O -0.535
3 C -0.056
4 C -0.442
5 C -0.224
6 N -0.582
7 C 0.304
8 S -0.290
9 N -0.620
10 C 0.178
11 C -0.275
12 C 0.277
13 O -0.415
14 C 0.273
15 C -0.240
16 C -0.200
17 C -0.225
18 C -0.210
19 C -0.055
20 C -0.043
21 C -0.283
22 C 0.240
23 O -0.514
24 C -0.252
25 H 0.193
26 H 0.164
27 H 0.167
28 H 0.165
29 H 0.181
30 H 0.218
31 H 0.195
32 H 0.239
33 H 0.195
34 H 0.402
35 H 0.424
36 H 0.233
37 H 0.227
38 H 0.217
39 H 0.216
40 H 0.214
41 H 0.224
42 H 0.208
43 H 0.183
44 H 0.175

ORCA calculation (wB97M-V/def2-TZVPD) on one molecule with the formula C18H20N2O3S.

The value obtained for the LUMO energy is 0.74 eV. The calculation puts the energy above the lowest of the compared OMol25 structures with the same formula, charge and spin at 42.6 kcal per mole. The HOMO-LUMO gap is 0.31894 Eh. The max |F| is 0.01591 hartree/bohr. As for the electronic energy: -38948.3552 eV.

Cartesian coordinates (Å):
C1 7.145807 1.445824 0.291638
O1 6.577372 0.156672 0.326396
C2 5.282671 0.001380 -0.041699
C3 4.438652 1.036277 -0.439836
C4 3.129504 0.754960 -0.795339
C5 2.668011 -0.542704 -0.757807
S1 0.979090 -0.904577 -1.191050
O2 0.932524 -2.036024 -2.071897
O3 0.331706 0.312589 -1.600943
N1 0.387229 -1.441591 0.281468
C6 -0.076770 -0.405488 1.185920
C7 -1.279854 -0.894867 2.001636
C8 -2.404290 -1.242541 1.083950
C9 -2.727321 -2.480639 0.604815
N2 -3.762942 -2.386993 -0.284956
C10 -4.118136 -1.074590 -0.412398
C11 -5.099400 -0.470823 -1.188438
C12 -5.228016 0.896546 -1.102318
C13 -4.409352 1.672211 -0.266126
C14 -4.605870 3.159617 -0.234305
C15 -3.437946 1.067335 0.502759
C16 -3.280773 -0.317106 0.437568
C17 3.493894 -1.580778 -0.363566
C18 4.796327 -1.311590 -0.005162
H1 8.178859 1.318745 0.610892
H2 6.636290 2.128085 0.978919
H3 7.128387 1.864330 -0.719142
H4 4.787418 2.055735 -0.478618
H5 2.455138 1.535259 -1.110830
H6 -0.337181 -2.125064 0.096694
H7 0.754985 -0.140153 1.847625
H8 -0.361138 0.478356 0.602630
H9 -0.985183 -1.770315 2.583581
H10 -1.583208 -0.103284 2.688781
H11 -2.307921 -3.437789 0.855175
H12 -4.172773 -3.155722 -0.786534
H13 -5.736397 -1.054174 -1.837166
H14 -5.980450 1.396862 -1.694949
H15 -3.982699 3.618107 0.529329
H16 -4.344758 3.594769 -1.198701
H17 -5.647241 3.404659 -0.029050
H18 -2.803350 1.657178 1.148185
H19 3.100067 -2.583754 -0.352648
H20 5.469053 -2.094913 0.305519

Forces on the atoms, in the same order (eV/Å):
0.1 0.2 0.0
-0.2 -0.3 0.0
-0.2 0.0 -0.1
0.3 0.0 0.1
-0.2 0.0 -0.1
-0.7 0.1 -0.2
0.0 -0.2 0.3
0.1 -0.2 0.2
0.3 0.0 0.2
0.3 0.0 -0.8
0.1 0.6 0.4
0.1 -0.1 -0.3
0.1 -0.3 0.2
0.1 0.1 0.3
-0.1 -0.3 -0.2
0.1 0.5 0.2
-0.1 0.0 -0.1
0.0 -0.2 0.0
0.1 0.1 0.2
0.0 0.0 0.0
-0.1 0.0 -0.1
-0.3 -0.3 -0.3
0.2 -0.1 0.0
0.0 0.1 0.0
-0.1 0.1 0.0
0.0 0.0 0.0
0.0 0.0 0.0
0.0 0.1 0.0
0.0 0.1 0.0
-0.1 -0.1 -0.3
-0.1 0.1 0.0
0.0 0.0 0.2
0.0 0.0 0.1
0.1 0.0 0.1
0.1 -0.2 0.1
0.1 0.1 0.1
-0.1 0.0 -0.1
-0.1 0.0 -0.1
0.0 0.1 0.0
0.0 0.1 0.0
0.0 0.1 0.0
0.1 0.1 0.1
0.0 -0.2 0.1
0.1 -0.1 0.0

Listed below, in e, are the natural (NBO) charges computed for each atom:
1 C -0.254
2 O -0.486
3 C 0.317
4 C -0.277
5 C -0.164
6 C -0.382
7 S 2.312
8 O -0.942
9 O -0.944
10 N -0.873
11 C -0.230
12 C -0.424
13 C -0.101
14 C -0.038
15 N -0.539
16 C 0.198
17 C -0.246
18 C -0.208
19 C -0.036
20 C -0.620
21 C -0.192
22 C -0.106
23 C -0.144
24 C -0.259
25 H 0.204
26 H 0.178
27 H 0.180
28 H 0.217
29 H 0.243
30 H 0.407
31 H 0.195
32 H 0.215
33 H 0.215
34 H 0.225
35 H 0.211
36 H 0.413
37 H 0.211
38 H 0.208
39 H 0.211
40 H 0.217
41 H 0.214
42 H 0.205
43 H 0.237
44 H 0.230